[1]
ORCA calculation (the ωB97M-V functional and the def2-TZVPD basis) on a 2-piece molecular cluster, C4H13N2O overall.

## Properties
- energy relative to the best compared isomer or geometry (same formula, charge and spin) (kcal/mol) = 55.69
- HOMO (alpha / beta) (eV) = -2.989 / -7.420
- LUMO energy (alpha / beta) (eV) = 0.54 / 0.43
- E_tot (Eh) = -344.7923
- 2S+1 = 2
- gap between HOMO and LUMO (alpha / beta) (eV) = 3.530 / 7.848
- total charge = 0
- molar mass (g/mol) = 105.16

Positions of all 20 atoms, in Å:
N -2.33 -2.50 0.19
C -2.16 -1.76 -1.00
O -1.29 -0.59 -0.88
H -1.51 -3.01 0.48
H -2.78 -2.00 0.94
H -1.69 -2.38 -1.77
H -3.13 -1.42 -1.36
H -1.85 0.17 -0.73
C 1.41 2.96 0.99
C 0.96 1.64 0.45
C 1.88 0.59 0.23
N 1.39 -0.69 -0.28
H 2.49 3.01 1.04
H 1.07 3.79 0.36
H 1.00 3.15 1.99
H -0.10 1.48 0.29
H 2.95 0.65 0.36
H 0.36 -0.65 -0.44
H 1.78 -0.94 -1.19
H 1.57 -1.50 0.34

[2]
ORCA calculation (the ωB97M-V functional and the def2-TZVPD basis) on a 2-piece molecular cluster, C4H13N2O overall.

## Properties
- energy relative to the best compared isomer or geometry (same formula, charge and spin) (kcal/mol) = 50.50
- HOMO (eV) = -13.625
- LUMO energy (eV) = -3.16
- E_tot (Eh) = -344.6864
- 2S+1 = 1
- gap between HOMO and LUMO (eV) = 10.468
- total charge = +1
- molar mass (g/mol) = 105.16

Positions of all 20 atoms, in Å:
C -1.08 1.03 -0.71
C -0.98 0.90 0.78
C 0.37 1.29 1.37
C 1.54 0.66 1.28
N 1.83 -0.51 0.46
N -0.12 0.07 -1.37
H -2.04 0.74 -1.13
H -0.90 2.04 -1.06
H -1.24 -0.12 1.12
H -1.72 1.48 1.31
H 0.31 1.92 2.25
H 2.44 1.23 1.55
H 2.62 -0.30 -0.15
H 2.19 -1.26 1.05
H 0.52 0.58 -1.99
H -0.65 -0.51 -2.01
H 0.53 -0.46 -0.74
H -1.90 -2.96 -1.06
H -0.77 -2.82 -0.01
O -0.95 -3.00 -0.96